{"formula": "C30H60O18", "method": "wB97M-V/def2-TZVPD", "species": ["O", "C", "C", "C", "C", "O", "H", "H", "H", "H", "H", "H", "O", "C", "C", "C", "C", "O", "H", "H", "H", "H", "H", "H", "O", "C", "C", "C", "C", "O", "H", "H", "H", "H", "H", "H", "O", "C", "C", "C", "C", "O", "H", "H", "H", "H", "H", "H", "O", "C", "C", "C", "C", "O", "H", "H", "H", "H", "H", "H", "O", "C", "C", "C", "C", "O", "H", "H", "H", "H", "H", "H", "C", "O", "H", "H", "H", "H", "C", "O", "H", "H", "H", "H", "C", "O", "H", "H", "H", "H", "C", "O", "H", "H", "H", "H", "C", "O", "H", "H", "H", "H", "C", "O", "H", "H", "H", "H"], "coordinates": [[4.155, 1.357, 0.753], [3.731, 2.355, 1.230], [2.954, 3.406, 0.522], [2.501, 4.381, 1.585], [3.432, 4.067, 2.750], [3.906, 2.717, 2.523], [3.537, 3.828, -0.314], [2.126, 3.001, -0.053], [2.500, 5.397, 1.338], [1.520, 4.147, 1.991], [4.217, 4.834, 2.642], [2.945, 4.080, 3.713], [-1.897, 0.732, -2.490], [-2.484, 1.748, -2.634], [-2.478, 2.605, -3.873], [-3.765, 3.369, -3.643], [-3.798, 3.564, -2.113], [-3.222, 2.294, -1.686], [-1.577, 3.263, -3.867], [-2.419, 1.937, -4.706], [-3.861, 4.329, -4.180], [-4.605, 2.777, -3.804], [-3.124, 4.420, -1.815], [-4.778, 3.623, -1.742], [-4.127, 0.440, -5.156], [-4.078, -0.402, -4.286], [-3.298, -1.691, -4.173], [-3.779, -2.366, -2.814], [-4.479, -1.153, -2.126], [-4.731, -0.149, -3.092], [-3.331, -2.364, -5.085], [-2.272, -1.294, -3.994], [-4.435, -3.147, -3.041], [-3.001, -2.733, -2.233], [-5.437, -1.429, -1.679], [-3.911, -0.781, -1.263], [0.436, 2.673, -2.233], [0.913, 1.719, -2.819], [1.932, 0.824, -2.296], [2.661, 0.318, -3.529], [1.492, 0.234, -4.501], [0.645, 1.364, -4.092], [2.605, 1.123, -1.493], [1.381, -0.079, -1.878], [3.426, 1.036, -3.813], [3.162, -0.665, -3.429], [1.699, 0.376, -5.551], [0.970, -0.707, -4.261], [1.228, -1.414, 4.040], [2.386, -1.491, 3.744], [3.462, -0.418, 3.732], [4.793, -1.218, 3.686], [4.347, -2.585, 3.182], [2.930, -2.708, 3.514], [3.418, 0.317, 2.904], [3.296, 0.216, 4.670], [5.434, -0.693, 2.955], [5.258, -1.292, 4.599], [4.459, -2.740, 2.103], [4.893, -3.358, 3.674], [-1.201, -6.337, 4.162], [-1.122, -5.475, 3.349], [-0.106, -5.269, 2.175], [-0.033, -3.725, 2.158], [-1.494, -3.278, 2.612], [-2.047, -4.430, 3.348], [0.818, -5.731, 2.437], [-0.447, -5.702, 1.253], [0.669, -3.338, 2.884], [0.076, -3.253, 1.201], [-1.513, -2.457, 3.302], [-2.118, -3.193, 1.700], [3.050, -2.207, 0.203], [2.762, -2.354, -1.154], [4.141, -1.976, 0.343], [2.438, -1.397, 0.659], [2.925, -3.144, 0.690], [2.001, -2.939, -1.305], [-1.070, 3.805, 0.821], [-0.423, 3.186, 1.930], [-0.613, 4.764, 0.792], [-0.829, 3.242, -0.083], [-2.144, 3.863, 0.955], [-0.773, 2.301, 2.156], [-3.808, 1.282, 2.189], [-3.067, 0.863, 1.037], [-4.840, 0.969, 2.196], [-3.374, 0.788, 3.007], [-3.797, 2.374, 2.293], [-3.171, 1.581, 0.437], [0.689, 1.779, 4.309], [-0.123, 0.844, 3.602], [0.090, 2.639, 4.650], [1.163, 1.307, 5.179], [1.508, 2.138, 3.690], [-0.206, -0.014, 4.043], [0.076, -3.360, -3.408], [0.312, -3.531, -2.061], [-0.884, -2.903, -3.697], [0.810, -2.784, -3.908], [0.097, -4.380, -3.929], [-0.146, -2.774, -1.627], [-0.492, -0.550, 0.249], [-0.910, -1.342, -0.873], [0.489, -0.891, 0.521], [-0.490, 0.509, -0.106], [-1.230, -0.684, 1.020], [-1.501, -0.811, -1.500]], "smiles": "O=C1CCCO1.O=C1CCCO1.O=C1CCCO1.O=C1CCCO1.O=C1CCCO1.O=C1CCCO1.CO.CO.CO.CO.CO.CO", "spin_multiplicity": 1, "e_above_lowest_kcal_mol": 30.63, "energy_ha": -2533.371237, "homo_ev": -9.801, "total_charge": 0}